The following is a quantum chemistry calculation of an isolated molecule of C2H3N3OS at a distorted geometry, from OMol25.

```
! RIJCOSX wB97M-V def2-TZVPD def2/J DEFGRID3
* xyz 0 1
C 0.001 -0.799 -0.428
C -2.344 -0.247 -1.069
N -1.076 -0.341 -0.697
N -2.453 1.199 0.652
N 1.224 -0.895 -0.815
O -3.136 0.649 -0.378
S -2.851 -1.134 -2.384
H -3.056 1.929 1.086
H 1.948 -1.240 -0.284
H 1.319 -0.752 -1.878
*
```

The calculation puts the energy above the lowest of the compared OMol25 structures with the same formula, charge and spin at 118.52 kcal per mole. As for the largest force on an atom: 0.1002 Eh/bohr. The total energy is -19469.9469 eV. The value obtained for the HOMO-LUMO gap (alpha / beta) is 6.59 / 7.70 eV. As for the LUMO energy (alpha / beta): -0.56 / -0.72 eV.

Löwdin atomic charge list, values in e, 8 entries:
1 C -0.176
2 C -0.896
3 N 0.070
4 N 0.094
5 N 0.133
6 O -0.146
7 S 0.609
8 H 0.073

=====

The following is a quantum chemistry calculation of an isolated molecule of C2H3N3OS at a distorted geometry, from OMol25.

```
! RIJCOSX wB97M-V def2-TZVPD def2/J DEFGRID3
* xyz 0 1
S 3.139 0.059 0.159
N 1.812 -0.963 -0.204
C 0.592 -0.436 -0.212
N -0.518 -1.335 -0.056
C -1.530 -0.551 0.202
N -1.376 0.761 0.177
O 0.097 0.894 -0.252
H 2.346 1.214 -0.089
H -2.519 -0.972 0.588
H -2.042 1.329 -0.312
*
```

The calculation puts the energy above the lowest of the compared OMol25 structures with the same formula, charge and spin at 71.61 kcal per mole. As for the largest force on an atom: 0.0827 Eh/bohr. The total energy is -19471.9813 eV. The structure (SMILES) is S/N=c1/nc[nH]o1. The value obtained for the HOMO-LUMO gap is 8.58 eV. As for the LUMO energy: 0.43 eV.

Löwdin atomic charge list, values in e, 8 entries:
1 S 0.673
2 N -0.351
3 C -0.485
4 N 0.127
5 C -0.235
6 N 0.106
7 O -0.024
8 H -0.110

=====

The following is a quantum chemistry calculation of an isolated molecule of C2H3N3OS at a distorted geometry, from OMol25.

```
! RIJCOSX wB97M-V def2-TZVPD def2/J DEFGRID3
* xyz 0 1
N -1.091 -1.455 -0.051
N -0.206 -0.413 -0.177
O 1.115 -0.684 -0.640
N 1.806 0.533 -0.464
C 1.004 1.373 0.059
C -0.323 0.812 0.323
S -1.665 1.581 0.845
H -1.120 -1.982 -0.930
H -0.864 -2.125 0.711
H 1.342 2.360 0.323
*
```

The calculation puts the energy above the lowest of the compared OMol25 structures with the same formula, charge and spin at 78.32 kcal per mole. As for the largest force on an atom: 0.0285 Eh/bohr. The total energy is -19471.6904 eV. The structure (SMILES) is Nn1oncc1=S. The value obtained for the HOMO-LUMO gap is 8.51 eV. As for the LUMO energy: -0.11 eV.

Löwdin atomic charge list, values in e, 8 entries:
1 N 0.114
2 N -0.205
3 O -0.021
4 N 0.102
5 C -0.127
6 C -0.844
7 S 0.625
8 H 0.111